[1]
ORCA calculation (ωB97M-V with the def2-TZVPD basis set) on a 2-piece molecular cluster, C13H26BrNO2PSi2 overall.

Last column: natural (NBO) charge in e.
Cartesian coordinates (Å):
O1 -0.348 1.329 2.093  -0.491
C1 -0.164 2.439 2.495  0.766
O2 1.002 2.779 3.122  -0.829
P1 2.284 3.561 2.302  0.968
Br1 4.118 4.601 1.217  -0.456
C2 -1.183 3.523 2.384  -0.073
C3 -2.406 3.339 3.024  -0.201
C4 -3.396 4.308 2.934  -0.203
C5 -3.177 5.462 2.190  -0.211
C6 -1.964 5.638 1.537  -0.192
C7 -0.965 4.677 1.638  -0.230
H1 1.806 4.834 2.545  0.009
H2 3.166 3.057 3.236  0.030
H3 2.030 2.910 1.104  0.037
H4 -2.592 2.435 3.587  0.227
H5 -4.342 4.149 3.432  0.215
H6 -3.947 6.216 2.108  0.213
H7 -1.781 6.520 0.938  0.214
H8 -0.039 4.830 1.095  0.208
C8 2.186 -4.092 -4.059  -1.116
Si1 1.203 -3.840 -2.455  1.833
C9 2.358 -4.450 -1.070  -1.130
C10 -0.198 -5.128 -2.531  -1.130
N1 0.712 -2.257 -2.329  -1.741
Si2 -0.174 -1.526 -1.123  1.835
C11 0.612 -1.533 0.607  -1.139
C12 -1.932 -2.214 -0.875  -1.130
C13 -0.417 0.315 -1.526  -1.118
H9 2.531 -5.126 -4.180  0.199
H10 1.564 -3.836 -4.920  0.218
H11 3.060 -3.436 -4.065  0.218
H12 2.823 -5.412 -1.318  0.204
H13 1.817 -4.580 -0.129  0.214
H14 3.154 -3.721 -0.905  0.220
H15 -0.955 -4.809 -3.251  0.220
H16 -0.684 -5.247 -1.558  0.214
H17 0.169 -6.115 -2.838  0.204
H18 0.590 -2.529 1.061  0.212
H19 0.085 -0.848 1.275  0.226
H20 1.655 -1.214 0.538  0.215
H21 -2.432 -2.315 -1.841  0.219
H22 -2.542 -1.558 -0.241  0.205
H23 -1.909 -3.200 -0.401  0.214
H24 -0.936 0.425 -2.481  0.217
H25 0.557 0.806 -1.612  0.213
H26 -0.998 0.834 -0.753  0.204

* highest occupied orbital energy: -3.52 eV
* total charge: -1
* E_LUMO: 1.987 eV
* orbital gap: 5.5 eV



[2]
ORCA calculation (ωB97M-V with the def2-TZVPD basis set) on C25H24F6FeN12O3PSe as an isolated structure.

Last column: Mulliken spin population.
Cartesian coordinates (Å):
Fe1 1.928 0.774 -1.179  3.693
C1 1.831 2.422 4.136  0.000
N1 2.331 1.908 2.873  -0.001
C2 1.761 1.943 1.673  0.014
N2 2.518 1.290 0.806  0.054
C3 3.570 0.864 1.559  0.005
N3 3.493 1.220 2.815  0.002
C4 0.979 1.414 4.867  0.000
C5 1.339 0.952 6.124  0.000
C6 0.537 0.035 6.792  0.000
C7 -0.626 -0.430 6.210  0.000
C8 -0.990 0.027 4.944  0.000
C9 -0.189 0.945 4.280  0.000
C10 -2.220 -0.455 4.325  0.000
N4 -3.124 -1.230 4.812  0.000
N5 -4.091 -1.374 3.830  0.000
C11 -3.697 -0.675 2.824  0.000
O1 -2.513 -0.055 3.061  0.000
C12 -4.339 -0.485 1.528  0.000
C13 -5.549 -1.122 1.254  0.000
C14 -6.142 -0.952 0.018  0.000
C15 -5.537 -0.157 -0.949  0.000
C16 -4.339 0.483 -0.676  0.001
C17 -3.652 1.335 -1.715  -0.002
N6 -2.299 0.867 -1.958  0.013
C18 -1.150 1.409 -1.574  0.031
N7 -0.149 0.599 -1.895  0.026
C19 -0.783 -0.459 -2.485  0.001
N8 -2.081 -0.326 -2.550  -0.001
C20 -3.743 0.318 0.567  -0.001
H1 1.266 3.329 3.915  0.000
H2 2.701 2.702 4.726  0.000
H3 0.842 2.458 1.453  -0.002
H4 4.392 0.302 1.149  -0.001
H5 2.255 1.304 6.583  0.000
H6 0.828 -0.322 7.771  0.000
H7 -1.259 -1.147 6.715  0.000
H8 -0.482 1.291 3.297  0.000
H9 -6.000 -1.748 2.011  0.000
H10 -7.076 -1.452 -0.204  0.000
H11 -5.997 -0.046 -1.923  0.000
H12 -3.571 2.372 -1.386  0.000
H13 -4.193 1.318 -2.660  0.000
H14 -1.062 2.371 -1.102  0.003
H15 -0.267 -1.321 -2.864  -0.003
H16 -2.795 0.796 0.782  0.001
Se1 1.685 1.106 -4.338  0.938
C21 1.395 -0.429 -5.410  -0.051
C22 2.450 -1.261 -5.772  0.030
C23 2.179 -2.364 -6.566  -0.015
N9 0.959 -2.697 -6.977  0.051
C24 -0.044 -1.906 -6.611  -0.017
C25 0.116 -0.757 -5.850  0.039
H17 3.464 -1.063 -5.451  0.000
H18 2.985 -3.021 -6.871  -0.001
H19 -1.033 -2.192 -6.952  -0.001
H20 -0.741 -0.140 -5.613  0.000
N10 5.030 -0.511 -1.006  -0.002
N11 4.039 0.194 -1.772  0.058
H21 5.789 -0.803 -1.613  0.001
H22 4.578 -1.342 -0.643  0.001
H23 3.867 -0.269 -2.662  -0.003
H24 4.406 1.119 -1.979  0.000
F1 1.774 -1.384 -1.657  0.025
P1 1.473 -2.370 -0.278  0.011
F2 0.047 -2.731 -0.910  0.000
F3 1.191 -3.214 1.028  0.000
F4 0.825 -1.024 0.385  0.013
F5 2.914 -1.897 0.284  0.002
F6 2.159 -3.576 -1.056  0.001
O2 2.822 2.678 -1.889  0.051
N12 2.001 3.533 -1.484  -0.004
O3 1.014 3.030 -0.921  0.038

* highest occupied orbital energy (alpha / beta): -9.01 / -9.01 eV
* E_LUMO (alpha / beta): -0.169 / -2.602 eV
* orbital gap (alpha / beta): 8.8 / 6.4 eV
* ΔE to the lowest compared entry with this formula, charge and spin: 0.0 kJ/mol
* 2S+1: 6



[3]
ORCA calculation (ωB97M-V with the def2-TZVPD basis set) on a 2-piece molecular cluster, C12H17N overall at a distorted geometry.

Last column: Mulliken spin population.
Cartesian coordinates (Å):
C1 -1.027 3.179 -0.377  0.003
C2 -1.978 0.791 -0.173  0.052
C3 -1.115 1.715 -0.620  0.012
C4 -0.493 -0.433 -1.312  0.154
C5 -0.129 0.965 -1.362  0.164
C6 0.204 -1.451 -2.017  0.090
C7 0.938 1.332 -2.156  0.042
C8 1.308 -1.060 -2.694  0.006
C9 1.719 0.332 -2.712  0.292
N1 -1.578 -0.512 -0.584  0.171
H1 -2.898 0.818 0.383  -0.001
H2 -1.893 -1.375 -0.163  -0.007
H3 -2.008 3.644 -0.259  0.000
H4 -0.578 3.719 -1.212  0.000
H5 -0.180 -2.462 -2.035  -0.002
H6 1.291 2.353 -2.198  0.008
H7 1.764 -1.750 -3.381  0.001
H8 2.570 0.513 -3.359  0.004
H9 -0.455 3.393 0.526  0.001
C10 0.756 -0.867 2.083  -0.001
C11 0.898 -2.391 1.942  0.001
C12 -0.439 -0.382 2.915  0.001
H10 1.693 -0.477 2.483  0.000
H11 0.753 -0.407 1.087  0.011
H12 1.925 -2.627 2.160  0.000
H13 -0.070 -0.187 3.918  0.001
H14 0.633 -2.828 0.981  -0.001
H15 0.461 -2.981 2.754  0.000
H16 -0.821 0.538 2.470  0.000
H17 -1.252 -1.103 2.913  0.000

* highest occupied orbital energy (alpha / beta): -13.11 / -13.08 eV
* total charge: +1
* E_LUMO (alpha / beta): -3.389 / -7.283 eV
* orbital gap (alpha / beta): 9.7 / 5.8 eV
* ΔE to the lowest compared entry with this formula, charge and spin: 87.7 kJ/mol
* 2S+1: 2



[4]
ORCA calculation (ωB97M-V with the def2-TZVPD basis set) on a 2-piece molecular cluster, C2HBrClF3 overall at a distorted geometry.

Last column: natural (NBO) charge in e.
Cartesian coordinates (Å):
C1 -1.057 0.172 0.536  0.180
C2 1.026 -0.119 -0.371  0.540
F1 -0.839 1.344 1.113  -0.324
F2 0.925 0.332 -1.615  -0.328
F3 2.016 0.480 0.331  -0.322
Cl1 -2.178 0.303 -0.738  0.053
Br1 1.203 -1.976 -0.539  0.023
H1 -1.096 -0.536 1.282  0.178

* highest occupied orbital energy: -9.37 eV
* E_LUMO: -0.086 eV
* orbital gap: 9.3 eV
* ΔE to the lowest compared entry with this formula, charge and spin: 266.0 kJ/mol



[5]
ORCA calculation (ωB97M-V with the def2-TZVPD basis set) on a 2-piece molecular cluster, C3H6N overall at a distorted geometry.

Last column: Mulliken spin population.
Cartesian coordinates (Å):
C1 -0.561 -0.667 -0.964  0.164
C2 -1.436 -1.494 -1.738  0.005
C3 1.256 1.226 1.385  0.367
N1 -0.740 0.118 0.010  0.003
H1 1.062 0.429 0.552  0.308
H2 -2.518 -1.629 -1.432  0.009
H3 -1.014 -2.168 -2.530  0.007
H4 1.476 2.132 0.785  0.054
H5 0.348 1.215 1.946  0.012
H6 2.126 0.840 1.985  0.072

* highest occupied orbital energy (alpha / beta): -23.77 / -24.13 eV
* total charge: +2
* E_LUMO (alpha / beta): -14.959 / -16.164 eV
* orbital gap (alpha / beta): 8.8 / 8.0 eV
* ΔE to the lowest compared entry with this formula, charge and spin: 553.4 kJ/mol
* 2S+1: 2



[6]
ORCA calculation (ωB97M-V with the def2-TZVPD basis set) on one molecule with the formula C5H4N2 at a distorted geometry.

Last column: natural (NBO) charge in e.
Cartesian coordinates (Å):
C1 -0.846 1.030 2.228  -0.125
C2 -0.155 0.463 1.414  -0.082
C3 -0.317 0.386 -0.029  -0.104
N1 0.656 0.757 -1.034  -0.521
C4 0.093 -0.602 -1.046  -0.190
C5 0.930 -1.750 -0.810  0.255
N2 1.598 -2.690 -0.725  -0.291
H1 -1.591 1.631 2.688  0.237
H2 -1.298 0.794 -0.238  0.212
H3 1.595 0.739 -0.641  0.367
H4 -0.665 -0.758 -1.808  0.242

* highest occupied orbital energy: -9.93 eV
* E_LUMO: 0.139 eV
* orbital gap: 10.1 eV
* ΔE to the lowest compared entry with this formula, charge and spin: 404.3 kJ/mol